Arrangement one

Formula: C3H5NO2S
Source: the Open Molecules 2025 dataset
Level of theory: the ωB97M-V functional and the def2-TZVPD basis

Last column: natural (NBO) charge in e.
Element x y z (Å)
1 C 1.2020 1.5639 -1.8365  -0.037
2 N 0.4757 0.5751 -1.5938  -0.150
3 O 0.2279 0.8088 -0.1767  -0.427
4 C -0.4342 -0.1420 0.5474  0.423
5 S -1.0480 0.3150 1.9312  -0.052
6 O -0.3405 -1.5086 0.3226  -0.502
7 C 0.6756 -1.7465 -0.9226  -0.282
8 H 1.6452 1.3729 -3.0352  0.190
9 H 1.5094 2.2955 -1.2356  0.198
10 H 0.1537 -1.1793 -1.8082  0.253
11 H 0.8084 -2.8174 -0.8965  0.205
12 H 1.5616 -1.1918 -0.6645  0.181

Results
- frontier orbital gap (eV) = 8.93
- lowest unoccupied orbital energy (eV) = 0.365
- M (g mol⁻¹) = 119.1
- E_HOMO (eV) = -8.56
- 2S+1 = 1
- SMILES = C=NOC(=S)OC

***

Arrangement two

Formula: C3H5NO2S
Source: the Open Molecules 2025 dataset
Level of theory: the ωB97M-V functional and the def2-TZVPD basis

Last column: natural (NBO) charge in e.
Element x y z (Å)
1 C 1.3169 1.3450 0.7510  -0.646
2 C 0.9364 0.6425 -0.5143  -0.014
3 O -0.4521 0.9858 -0.7176  -0.506
4 C -1.2812 0.0959 -0.0409  0.885
5 O -2.4325 0.1660 0.0916  -0.561
6 N -0.5036 -0.8976 0.5787  -0.826
7 S 0.9987 -1.2026 -0.1976  0.359
8 H 0.7249 0.9196 1.5954  0.227
9 H 1.1354 2.3884 0.6829  0.222
10 H 2.3457 1.1648 0.9586  0.215
11 H 1.6176 0.9629 -1.3033  0.223
12 H -1.0334 -1.6251 1.0114  0.422

Results
- frontier orbital gap (eV) = 9.21
- lowest unoccupied orbital energy (eV) = 0.392
- M (g mol⁻¹) = 119.1
- E_HOMO (eV) = -8.81
- 2S+1 = 1
- SMILES = C[C@@H]1OC(=O)NS1

***

The least stable of them is arrangement one.

***

Arrangement one

Formula: C3H5NO2S
Source: the Open Molecules 2025 dataset
Level of theory: the ωB97M-V functional and the def2-TZVPD basis

Last column: natural (NBO) charge in e.
Element x y z (Å)
1 C 3.3035 -0.1635 0.1827  -0.263
2 O 1.8836 -0.2551 -0.0528  -0.513
3 C 1.1521 0.8548 -0.0359  0.388
4 N -0.1139 0.8172 -0.0835  -0.621
5 S -0.7605 -0.7205 -0.1872  0.359
6 C -2.4462 -0.3290 0.2589  0.251
7 O -2.9666 0.6929 0.0257  -0.491
8 H 3.5716 -1.2211 0.4834  0.215
9 H 3.6009 0.6361 0.8931  0.192
10 H 3.7060 0.0592 -0.8137  0.189
11 H 1.6588 1.8328 -0.0149  0.168
12 H -2.9642 -1.1761 0.8141  0.125

Results
- frontier orbital gap (eV) = 9.49
- lowest unoccupied orbital energy (eV) = 0.725
- M (g mol⁻¹) = 119.1
- E_HOMO (eV) = -8.76
- 2S+1 = 1
- SMILES = CO/C=N\SC=O

***

Arrangement two

Formula: C3H5NO2S
Source: the Open Molecules 2025 dataset
Level of theory: the ωB97M-V functional and the def2-TZVPD basis

Last column: natural (NBO) charge in e.
Element x y z (Å)
1 O -2.0073 -1.2382 -0.0914  -0.621
2 C -0.8182 -0.7549 -0.1186  0.620
3 N 0.2188 -1.5845 -0.4110  -0.775
4 S 1.6821 -0.8062 -0.4752  0.448
5 C 1.0321 0.3657 0.6911  -0.609
6 C -0.3283 0.7094 0.1976  -0.005
7 O -0.1903 1.4780 -1.0207  -0.713
8 H -0.0444 -2.4457 -0.8177  0.435
9 H 1.5033 1.3872 0.7012  0.264
10 H 1.1156 -0.1192 1.7722  0.252
11 H -1.0435 1.2624 0.9027  0.215
12 H -1.1198 1.7461 -1.3301  0.489

Results
- frontier orbital gap (eV) = 9.03
- lowest unoccupied orbital energy (eV) = 0.609
- M (g mol⁻¹) = 119.1
- E_HOMO (eV) = -8.43
- 2S+1 = 1
- SMILES = O=C1NSC[C@H]1O

***

The least stable of them is arrangement one.

***

Arrangement one

Formula: CH12O4
Source: the Open Molecules 2025 dataset
Level of theory: the ωB97M-V functional and the def2-TZVPD basis

Last column: natural (NBO) charge in e.
Element x y z (Å)
1 C 1.1963 -2.5204 1.0441  -0.853
2 H 0.9637 -2.5837 -0.0160  0.217
3 H 0.6671 -1.7219 1.5427  0.216
4 H 2.2753 -2.3831 1.1632  0.201
5 H 0.9978 -3.4875 1.5054  0.218
6 O 1.7944 1.2295 0.8915  -0.954
7 H 1.6642 0.8787 -0.0008  0.483
8 H 2.2736 0.4946 1.2962  0.475
9 O -2.8088 -0.6893 0.3657  -0.962
10 H -3.3656 -0.4176 -0.3732  0.456
11 H -2.1656 0.0421 0.4195  0.492
12 O 1.0407 0.3191 -2.7005  -0.949
13 H 1.1178 -0.2017 -3.5151  0.476
14 H 0.0930 0.3396 -2.5132  0.474
15 O -1.1953 1.6676 0.5841  -0.975
16 H -0.4212 1.6264 1.1526  0.504
17 H -1.0837 2.4062 -0.0181  0.481

Results
- frontier orbital gap (eV) = 11.18
- lowest unoccupied orbital energy (eV) = 0.375
- M (g mol⁻¹) = 88.1
- E_HOMO (eV) = -10.80
- 2S+1 = 1
- SMILES = C.O.O.O.O

***

Arrangement two

Formula: CH12O4
Source: the Open Molecules 2025 dataset
Level of theory: the ωB97M-V functional and the def2-TZVPD basis

Last column: natural (NBO) charge in e.
Element x y z (Å)
1 C 2.6916 -1.8643 -0.7100  -0.854
2 H 2.3248 -1.8758 0.3157  0.216
3 H 3.6734 -1.4255 -0.8060  0.212
4 H 2.6563 -2.8613 -1.1425  0.209
5 H 1.8706 -1.3282 -1.1854  0.217
6 O -1.1982 2.1916 -1.3063  -0.972
7 H -0.7726 2.5508 -2.0925  0.484
8 H -0.5905 1.4772 -1.0440  0.485
9 O -1.1500 -1.1111 1.7076  -0.999
10 H -1.8477 -0.5934 1.2653  0.522
11 H -0.4230 -0.7762 2.2225  0.486
12 O 0.4880 0.8298 0.5407  -1.078
13 H -0.0735 0.1412 0.8993  0.533
14 H 0.5833 1.6830 0.1526  0.522
15 O -2.7888 0.5989 0.3331  -0.965
16 H -2.5212 1.2790 -0.3040  0.509
17 H -2.9225 1.0843 1.1539  0.474

Results
- frontier orbital gap (eV) = 12.01
- lowest unoccupied orbital energy (eV) = 0.414
- M (g mol⁻¹) = 88.1
- E_HOMO (eV) = -11.60
- 2S+1 = 1
- SMILES = C.O.O.O.O

***

The least stable of them is arrangement two.

***

Arrangement one

Formula: C2N2O3
Source: the Open Molecules 2025 dataset
Level of theory: the ωB97M-V functional and the def2-TZVPD basis

Last column: natural (NBO) charge in e.
Element x y z (Å)
1 N -1.7703 -1.2612 -0.1726  -0.220
2 C -1.4249 -0.1427 -0.1239  0.287
3 N -1.2928 1.1109 -0.1609  0.087
4 O -0.6309 1.9502 0.3628  -0.156
5 O 1.1870 -0.1502 -0.9047  -0.512
6 C 1.6966 -0.5374 0.0261  1.028
7 O 2.2354 -0.9695 0.9731  -0.515

Results
- frontier orbital gap (spin up / spin down) (eV) = 8.03 / 8.02
- lowest unoccupied orbital energy (spin up / spin down) (eV) = -2.368 / -2.348
- M (g mol⁻¹) = 100.0
- E_HOMO (spin up / spin down) (eV) = -10.39 / -10.37
- 2S+1 = 1
- SMILES = N#CN=O.O=C=O

***

Arrangement two

Formula: C2N2O3
Source: the Open Molecules 2025 dataset
Level of theory: the ωB97M-V functional and the def2-TZVPD basis

Last column: natural (NBO) charge in e.
Element x y z (Å)
1 N 0.2229 -0.6528 0.1964  -0.233
2 C 1.3177 -0.4833 -0.2084  0.303
3 N 2.5856 -0.4370 -0.3160  0.074
4 O 3.5328 -0.7138 -1.0770  -0.145
5 O -3.2233 0.0462 -0.0860  -0.502
6 C -2.5330 0.7407 0.4581  1.025
7 O -1.9028 1.4999 1.0329  -0.523

Results
- frontier orbital gap (spin up / spin down) (eV) = 7.96 / 7.98
- lowest unoccupied orbital energy (spin up / spin down) (eV) = -2.680 / -2.707
- M (g mol⁻¹) = 100.0
- E_HOMO (spin up / spin down) (eV) = -10.64 / -10.68
- 2S+1 = 1
- SMILES = N#CN=O.O=C=O

***

The least stable of them is arrangement two.

***

Arrangement one

Formula: C18H58O11
Source: the Open Molecules 2025 dataset
Level of theory: the ωB97M-V functional and the def2-TZVPD basis

Last column: Löwdin charge in e.
Element x y z (Å)
1 C 2.0820 -2.2955 1.2785  -0.054
2 C 1.7562 -3.1566 0.0674  -0.490
3 C 3.0653 -3.6035 -0.6459  -0.043
4 O 1.1181 -4.3523 0.4132  -0.037
5 H 2.3532 -1.2334 1.1911  0.070
6 H 2.8127 -2.7636 1.9024  0.072
7 H 1.2457 -2.2327 1.9656  0.051
8 H 1.2383 -2.5403 -0.6503  0.107
9 H 2.7804 -4.1944 -1.5210  0.077
10 H 3.6482 -4.3016 -0.0218  0.086
11 H 3.6201 -2.7262 -0.9025  0.059
12 H 0.2108 -4.1992 0.7303  0.056
13 C -3.7896 -4.2378 2.7919  -0.056
14 C -2.8970 -3.8110 1.6301  -0.461
15 C -2.9562 -2.3263 1.3016  -0.032
16 O -1.5099 -4.1629 1.7063  -0.066
17 H -4.8514 -4.2750 2.4474  0.093
18 H -3.6433 -3.5646 3.6486  0.078
19 H -3.6252 -5.2730 3.1794  0.088
20 H -3.2121 -4.3635 0.7770  0.125
21 H -2.2074 -1.8517 1.8931  0.041
22 H -3.9100 -1.9476 1.6745  0.086
23 H -2.8157 -2.1124 0.2820  0.056
24 H -1.0849 -3.8708 2.5177  0.094
25 C -0.8792 -0.1207 3.4731  -0.055
26 C -0.2065 1.1517 3.9012  -0.464
27 C 1.3040 1.0079 4.3458  -0.015
28 O -0.2374 2.1531 2.9432  -0.048
29 H -1.9330 -0.0058 3.2726  0.068
30 H -0.8854 -0.8175 4.3480  0.103
31 H -0.3621 -0.6334 2.6733  0.056
32 H -0.7299 1.4584 4.7865  0.127
33 H 1.9863 0.5749 3.5535  0.084
34 H 1.4122 0.3445 5.1756  0.063
35 H 1.6948 1.9677 4.6035  0.068
36 H -1.1086 2.3141 2.5955  0.064
37 C 0.9489 -0.5735 -4.7669  -0.061
38 C -0.3787 0.0008 -5.2196  -0.538
39 C -0.9903 -0.6842 -6.3715  -0.066
40 O -1.3482 -0.0658 -4.1856  -0.068
41 H 1.7482 -0.5496 -5.5383  0.087
42 H 0.8951 -1.6298 -4.4457  0.089
43 H 1.4130 -0.0889 -3.8876  0.046
44 H -0.1356 1.0444 -5.4515  0.128
45 H -0.3768 -0.6118 -7.2553  0.081
46 H -1.9303 -0.2002 -6.5376  0.072
47 H -1.2823 -1.7131 -6.1100  0.098
48 H -1.0350 0.5127 -3.4232  0.078
49 C -0.0336 -0.0272 -0.6308  -0.128
50 O -0.1847 0.8182 -1.7234  -0.142
51 H -0.2674 0.4396 0.3029  0.060
52 H -0.6629 -0.8984 -0.7661  0.087
53 H 0.9913 -0.3809 -0.5368  0.059
54 H 0.5907 1.2738 -2.0723  0.045
55 C 2.3274 3.5785 -2.5619  -0.099
56 O 1.0650 2.9571 -2.9992  -0.151
57 H 3.1549 2.8410 -2.4490  0.081
58 H 2.6806 4.3275 -3.2832  0.079
59 H 2.0420 4.1596 -1.7324  0.037
60 H 1.1499 2.7734 -3.9813  0.107
61 C -4.1001 2.5736 2.0157  -0.123
62 O -2.7638 2.4004 1.5737  -0.143
63 H -4.4069 3.6196 1.9268  0.087
64 H -4.7659 1.8777 1.4849  0.082
65 H -4.1278 2.3220 3.0304  0.056
66 H -2.6775 2.2008 0.6225  0.063
67 C -3.9468 0.9727 -1.5530  -0.149
68 O -2.9406 1.9278 -1.4001  -0.114
69 H -3.6926 0.0041 -1.1411  0.072
70 H -4.7578 1.3508 -0.9251  0.074
71 H -4.3536 0.8733 -2.5374  0.075
72 H -2.0884 1.6256 -1.7305  0.050
73 C 1.4647 3.7326 0.9658  -0.145
74 O 1.5064 2.3346 1.0189  -0.176
75 H 2.2935 4.0829 0.3431  0.071
76 H 0.5232 4.0536 0.5467  0.085
77 H 1.6367 4.1983 1.9596  0.094
78 H 0.8519 2.0395 1.7290  0.060
79 C 4.7302 1.5523 1.8319  -0.153
80 O 3.9283 1.3578 0.6781  -0.154
81 H 4.6506 2.5805 2.2365  0.082
82 H 4.4214 0.9016 2.6864  0.077
83 H 5.7752 1.3669 1.5950  0.074
84 H 3.0324 1.5776 0.9497  0.004
85 O 2.9645 0.4685 -2.1010  -0.057
86 H 3.7605 -0.0019 -2.3307  0.044
87 H 3.2169 0.7046 -1.1778  0.030

Results
- frontier orbital gap (eV) = 10.17
- lowest unoccupied orbital energy (eV) = 0.574
- M (g mol⁻¹) = 450.7
- E_HOMO (eV) = -9.60
- 2S+1 = 1
- SMILES = CC(C)O.CC(C)O.CC(C)O.CC(C)O.CO.CO.CO.CO.CO.CO.O

***

Arrangement two

Formula: C18H58O11
Source: the Open Molecules 2025 dataset
Level of theory: the ωB97M-V functional and the def2-TZVPD basis

Last column: Löwdin charge in e.
Element x y z (Å)
1 C 2.1096 -2.2521 2.9496  -0.059
2 C 1.6185 -3.2440 3.9780  -0.475
3 C 0.2445 -2.8752 4.5106  -0.055
4 O 1.5365 -4.4676 3.2462  -0.059
5 H 3.0619 -2.5574 2.5188  0.087
6 H 2.2127 -1.2246 3.3094  0.089
7 H 1.3834 -2.1502 2.1397  0.053
8 H 2.3304 -3.3372 4.8048  0.134
9 H -0.4882 -2.7562 3.7062  0.072
10 H 0.2560 -1.9425 5.0807  0.085
11 H -0.2196 -3.6227 5.1611  0.080
12 H 1.0343 -5.1601 3.6819  0.091
13 C 1.7077 1.4241 -1.0760  -0.046
14 C 3.1188 1.9401 -0.8013  -0.452
15 C 3.2363 3.4233 -1.1396  -0.037
16 O 3.3476 1.6610 0.6019  -0.070
17 H 1.3112 1.6644 -2.0671  0.052
18 H 1.0337 1.9007 -0.3592  0.076
19 H 1.6437 0.3436 -0.9558  0.061
20 H 3.9195 1.3641 -1.2686  0.132
21 H 2.6671 3.9264 -0.3538  0.057
22 H 2.7557 3.5929 -2.1039  0.079
23 H 4.2496 3.8130 -1.1867  0.079
24 H 2.6353 2.1468 1.0508  0.042
25 C -2.1296 0.8676 -2.7491  -0.050
26 C -1.5447 1.9159 -3.6858  -0.476
27 C -0.2926 1.4051 -4.4064  -0.058
28 O -2.5203 2.2013 -4.6853  -0.051
29 H -2.7335 1.4010 -2.0033  0.079
30 H -1.3820 0.3123 -2.1887  0.052
31 H -2.8705 0.2608 -3.2673  0.085
32 H -1.2860 2.8247 -3.1400  0.134
33 H -0.4298 0.4506 -4.9217  0.083
34 H 0.6506 1.3482 -3.8602  0.050
35 H -0.0703 2.0756 -5.2468  0.078
36 H -2.5700 3.1470 -4.8387  0.088
37 C 1.1044 5.6323 1.6566  -0.048
38 C 1.4481 4.5878 2.7084  -0.466
39 C 0.6904 4.7858 4.0194  -0.058
40 O 1.1280 3.2664 2.2173  -0.085
41 H 1.4728 5.4469 0.6560  0.060
42 H 1.2719 6.6592 1.9941  0.082
43 H 0.0010 5.6471 1.6527  0.079
44 H 2.5130 4.6028 2.9514  0.138
45 H 1.0097 4.0466 4.7504  0.082
46 H -0.3939 4.6528 3.9242  0.077
47 H 0.7939 5.8143 4.3803  0.083
48 H 0.1565 3.2730 2.2135  0.052
49 C -0.4690 0.2035 1.8488  -0.047
50 C -0.9772 -0.5349 0.6198  -0.278
51 O -1.9030 -1.5375 1.0785  -0.117
52 H 0.3132 0.8973 1.5412  0.055
53 H 0.0385 -0.5496 2.4523  0.045
54 H -1.2510 0.6574 2.4482  0.078
55 H -0.1855 -0.9432 -0.0166  0.094
56 H -1.4969 0.1778 -0.0342  0.094
57 H -2.3325 -1.8291 0.2550  0.051
58 C -1.8906 -4.4250 -2.3323  -0.073
59 C -2.2779 -2.9677 -2.4521  -0.287
60 O -3.3261 -2.6149 -1.5336  -0.111
61 H -2.7272 -5.0246 -2.7188  0.075
62 H -1.8856 -4.6867 -1.2738  0.070
63 H -1.0095 -4.7488 -2.8750  0.075
64 H -2.6641 -2.6948 -3.4398  0.113
65 H -1.4459 -2.2838 -2.2833  0.091
66 H -4.0795 -3.1939 -1.6915  0.102
67 C 1.6186 -2.2583 -2.3960  -0.098
68 C 3.0168 -1.9815 -2.8846  -0.300
69 O 3.0004 -1.4608 -4.2194  -0.085
70 H 1.0926 -2.8462 -3.1527  0.074
71 H 1.0064 -1.3559 -2.2647  0.048
72 H 1.5867 -2.6739 -1.3864  0.065
73 H 3.5438 -2.9396 -2.9027  0.111
74 H 3.4906 -1.2362 -2.2506  0.106
75 H 2.4951 -2.0625 -4.7725  0.073
76 O -4.5730 -0.6884 0.2307  -0.060
77 H -4.2793 -1.1428 -0.5788  0.005
78 H -5.5322 -0.6358 0.1560  0.042
79 O 0.0311 -3.9401 0.3365  -0.055
80 H -0.3632 -3.3296 0.9732  0.011
81 H 0.9395 -4.0581 0.6431  0.031
82 O -2.1395 3.2376 1.8339  -0.049
83 H -2.7434 2.4848 1.7955  0.044
84 H -2.5736 3.9299 1.3220  0.047
85 O -3.6076 -3.3884 2.3463  -0.072
86 H -2.8363 -2.8282 2.1542  -0.005
87 H -4.3270 -2.9630 1.8654  0.016

Results
- frontier orbital gap (eV) = 10.02
- lowest unoccupied orbital energy (eV) = 0.184
- M (g mol⁻¹) = 450.7
- E_HOMO (eV) = -9.83
- 2S+1 = 1
- SMILES = CC(C)O.CC(C)O.CC(C)O.CC(C)O.CCO.CCO.CCO.O.O.O.O

***

The least stable of them is arrangement one.